The following is a DFT calculation (ωB97M-V with the def2-TZVPD basis set) of C36H37AuNOP2SSi as an isolated structure.

Geometry (Å):
Au1 0.9071 1.7582 -0.1155
C1 -2.2868 1.0079 -1.5065
C2 -2.6813 -0.3354 -0.8970
P1 -1.5311 -1.5646 -0.1169
C3 -1.5738 -2.9521 -1.2571
C4 -1.5561 -4.2852 -0.8409
C5 -1.5167 -5.3055 -1.7755
C6 -1.5085 -5.0112 -3.1309
C7 -1.5422 -3.6896 -3.5553
C8 -1.5637 -2.6651 -2.6271
C9 -2.1805 -1.9923 1.4989
C10 -3.1688 -1.2291 2.1303
C11 -3.6633 -1.6100 3.3674
C12 -3.1832 -2.7480 3.9934
C13 -2.1623 -3.4824 3.4042
C14 -1.6501 -3.0950 2.1821
P2 -1.3335 2.0794 -0.3706
C15 -2.4132 2.2538 1.0741
C16 -1.8118 2.3844 2.3226
C17 -2.5897 2.6055 3.4527
C18 -3.9694 2.6850 3.3407
C19 -4.5796 2.5450 2.0984
C20 -3.8047 2.3370 0.9685
C21 -1.4187 3.6867 -1.2250
C22 -0.6957 3.8210 -2.4124
C23 -0.6449 5.0412 -3.0630
C24 -1.3020 6.1415 -2.5263
C25 -2.0061 6.0176 -1.3397
C26 -2.0626 4.7942 -0.6846
H1 -3.1922 1.5643 -1.7569
H2 -1.7085 0.8815 -2.4201
H3 -3.1517 -0.9912 -1.6261
H4 -3.4009 -0.0913 -0.1255
H5 -1.5995 -4.5472 0.2045
H6 -1.4975 -6.3328 -1.4391
H7 -1.4757 -5.8114 -3.8580
H8 -1.5445 -3.4519 -4.6099
H9 -1.5362 -1.6430 -2.9772
H10 -3.5578 -0.3234 1.6957
H11 -4.4248 -1.0065 3.8418
H12 -3.5852 -3.0524 4.9500
H13 -1.7579 -4.3521 3.9033
H14 -0.8138 -3.6454 1.7722
H15 -0.7321 2.3183 2.3995
H16 -2.1156 2.7225 4.4178
H17 -4.5740 2.8680 4.2192
H18 -5.6560 2.6139 2.0105
H19 -4.2895 2.2588 0.0014
H20 -0.1587 2.9723 -2.8225
H21 -0.0766 5.1394 -3.9780
H22 -1.2547 7.0976 -3.0299
H23 -2.5064 6.8769 -0.9134
H24 -2.6054 4.7125 0.2480
O1 -0.0022 -1.0720 0.4025
N1 1.1520 -1.6767 -0.0808
C27 1.7434 -2.5712 0.7771
C28 2.8137 -3.2756 0.3810
C29 3.3029 -3.0805 -0.9438
C30 2.7287 -2.1617 -1.7546
C31 1.6099 -1.3606 -1.3415
S1 0.9398 -0.1761 -2.2761
H25 1.3020 -2.6348 1.7603
H26 3.2784 -3.9658 1.0678
H27 4.1542 -3.6513 -1.2886
H28 3.1007 -1.9706 -2.7489
C32 6.6622 1.6742 -1.2058
Si1 5.8519 0.8621 0.2633
C33 5.9141 -1.0029 0.0618
C34 6.6160 1.3830 1.8781
C35 4.0758 1.2933 0.2343
C36 2.8946 1.5888 0.1848
H29 7.7422 1.5082 -1.2156
H30 6.4865 2.7506 -1.2085
H31 6.2502 1.2623 -2.1288
H32 6.9353 -1.3904 0.0988
H33 5.4868 -1.2770 -0.9063
H34 5.3357 -1.4975 0.8454
H35 7.6897 1.1793 1.8832
H36 6.1674 0.8419 2.7127
H37 6.4765 2.4507 2.0518

Results
ΔE to the lowest compared entry with this formula, charge and spin ... 26.18 kJ/mol
Electronic energy ... -82445.9334 eV
E_HOMO ... -9.9 eV
Gap between HOMO and LUMO ... 6.335 eV
Total charge ... +1
LUMO ... -3.56 eV

Which charges does Mulliken predict for the atoms? In e, they are: atom 1 (Au): 0.52, atom 2 (C): -1.51, atom 3 (C): -1.75, atom 4 (P): 2.25, atom 5 (C): 0.53, atom 6 (C): -0.36, atom 7 (C): -0.95, atom 8 (C): -0.51, atom 9 (C): -0.99, atom 10 (C): 0.08, atom 11 (C): 0.89, atom 12 (C): -0.25, atom 13 (C): -0.96, atom 14 (C): -0.55, atom 15 (C): -1.16, atom 16 (C): -0.78, atom 17 (P): 0.67, atom 18 (C): 0.69, atom 19 (C): -0.67, atom 20 (C): -0.68, atom 21 (C): -0.61, atom 22 (C): -0.69, atom 23 (C): -0.29, atom 24 (C): 0.75, atom 25 (C): -0.39, atom 26 (C): -0.72, atom 27 (C): -0.54, atom 28 (C): -0.73, atom 29 (C): -0.63, atom 30 (H): 0.78, atom 31 (H): 0.73, atom 32 (H): 1.02, atom 33 (H): 0.68, atom 34 (H): 0.35, atom 35 (H): 0.46, atom 36 (H): 0.42, atom 37 (H): 0.46, atom 38 (H): 0.31, atom 39 (H): 0.18, atom 40 (H): 0.49, atom 41 (H): 0.42, atom 42 (H): 0.45, atom 43 (H): 0.35, atom 44 (H): 0.38, atom 45 (H): 0.44, atom 46 (H): 0.43, atom 47 (H): 0.46, atom 48 (H): 0.30, atom 49 (H): 0.30, atom 50 (H): 0.42, atom 51 (H): 0.39, atom 52 (H): 0.41, atom 53 (H): 0.34, atom 54 (O): -0.40, atom 55 (N): 0.57, atom 56 (C): -0.39, atom 57 (C): -1.08, atom 58 (C): -0.32, atom 59 (C): -1.00, atom 60 (C): 0.90, atom 61 (S): -0.39, atom 62 (H): 0.68, atom 63 (H): 0.50, atom 64 (H): 0.44, atom 65 (H): 0.52, atom 66 (C): -0.98, atom 67 (Si): -0.08, atom 68 (C): -0.77, atom 69 (C): -0.97, atom 70 (C): -0.82, atom 71 (C): 0.34, atom 72 (H): 0.32, atom 73 (H): 0.32, atom 74 (H): 0.29, atom 75 (H): 0.42, atom 76 (H): 0.13, atom 77 (H): 0.20, atom 78 (H): 0.31, atom 79 (H): 0.30, atom 80 (H): 0.31


The following is a DFT calculation (ωB97M-V with the def2-TZVPD basis set) of C36H37F3O3P2SZn as an isolated structure in a non-equilibrium geometry.

Geometry (Å):
Zn1 -0.8362 -4.5935 1.4222
C1 3.4804 -4.4564 3.9532
C2 2.8551 -3.3030 3.6970
C3 3.3666 -2.1131 2.9551
C4 3.1673 -2.0914 1.4118
C5 3.4416 -3.3772 0.6840
C6 4.2251 -4.3661 1.1076
C7 5.2724 -4.2243 2.1493
C8 4.8306 -4.8903 3.4581
C9 0.4203 -5.1674 -0.0349
H1 3.0876 -5.1087 4.7288
H2 1.8310 -3.1792 4.0831
H3 4.4179 -1.9245 3.1963
H4 2.8219 -1.2509 3.3642
H5 2.1199 -1.7849 1.2296
H6 3.8069 -1.2882 1.0006
H7 2.9073 -3.4786 -0.2694
H8 4.0704 -5.3867 0.7583
H9 5.5228 -3.1736 2.3150
H10 6.1934 -4.7155 1.7974
H11 4.8559 -5.9822 3.3431
H12 5.5665 -4.6447 4.2331
H13 0.3619 -6.2657 -0.1093
H14 1.4708 -4.9037 0.1425
H15 0.0870 -4.7614 -1.0053
P1 -2.8947 3.0955 0.0407
P2 -1.9184 2.5364 -3.0184
C10 -1.5017 3.9963 -0.7028
C11 -1.1466 3.8137 -1.9996
C12 -3.7555 4.4630 0.9324
C13 -3.1480 5.6691 1.3081
C14 -3.8641 6.6278 2.0316
C15 -5.2053 6.4044 2.3488
C16 -5.8455 5.2291 1.9262
C17 -5.1275 4.2684 1.2095
C18 -1.9795 2.2169 1.3877
C19 -1.1255 1.1690 0.9837
C20 -0.3687 0.4790 1.9388
C21 -0.4526 0.8384 3.2929
C22 -1.3069 1.8748 3.6873
C23 -2.0814 2.5527 2.7398
C24 -2.1727 3.6197 -4.5349
C25 -3.1382 4.6424 -4.4318
C26 -3.3136 5.5614 -5.4679
C27 -2.5263 5.4620 -6.6225
C28 -1.5816 4.4409 -6.7481
C29 -1.4170 3.5111 -5.7131
C30 -0.4476 1.5591 -3.5381
C31 -0.7000 0.2925 -4.1073
C32 0.3522 -0.4668 -4.6104
C33 1.6683 0.0141 -4.5305
C34 1.9245 1.2507 -3.9208
C35 0.8703 2.0102 -3.4007
H16 -0.9352 4.6707 -0.0451
H17 -0.3911 4.4491 -2.4856
H18 -2.1102 5.8725 1.0485
H19 -3.3665 7.5463 2.3510
H20 -5.7598 7.1423 2.9250
H21 -6.8986 5.0583 2.1610
H22 -5.6206 3.3551 0.8682
H23 -1.0457 0.9117 -0.0733
H24 0.2891 -0.3303 1.6249
H25 0.1541 0.3114 4.0317
H26 -1.3681 2.1621 4.7350
H27 -2.7489 3.3570 3.0555
H28 -3.7391 4.7211 -3.5217
H29 -4.0606 6.3521 -5.3736
H30 -2.6498 6.1861 -7.4221
H31 -0.9664 4.3591 -7.6478
H32 -0.6832 2.7102 -5.8229
H33 -1.7300 -0.0741 -4.1643
H34 0.1494 -1.4381 -5.0726
H35 2.4891 -0.5765 -4.9318
H36 2.9424 1.6258 -3.8502
H37 1.0799 2.9568 -2.9074
F1 1.4229 -9.5120 3.1370
C36 0.9582 -8.5679 2.2836
F2 1.4278 -8.8597 1.0414
F3 -0.3936 -8.6518 2.2488
S1 1.5437 -6.8531 2.8451
O1 0.3109 -6.0144 2.8463
O2 2.0345 -7.0511 4.1962
O3 2.5242 -6.5191 1.8273

Results
Electronic energy ... -130053.3438 eV
E_HOMO ... -8.0 eV
Gap between HOMO and LUMO ... 5.156 eV
LUMO ... -2.89 eV

Which charges does Mulliken predict for the atoms? In e, they are: atom 1 (Zn): 0.68, atom 2 (C): -0.82, atom 3 (C): -0.28, atom 4 (C): -0.94, atom 5 (C): -0.03, atom 6 (C): -0.73, atom 7 (C): -0.44, atom 8 (C): -0.74, atom 9 (C): -0.70, atom 10 (C): -0.54, atom 11 (H): 0.73, atom 12 (H): 0.43, atom 13 (H): 0.44, atom 14 (H): 0.48, atom 15 (H): -0.26, atom 16 (H): 0.28, atom 17 (H): 0.74, atom 18 (H): 0.42, atom 19 (H): 0.35, atom 20 (H): 0.36, atom 21 (H): 0.27, atom 22 (H): 0.44, atom 23 (H): 0.28, atom 24 (H): -0.02, atom 25 (H): 0.51, atom 26 (P): 0.02, atom 27 (P): 0.00, atom 28 (C): -0.70, atom 29 (C): -0.56, atom 30 (C): 0.25, atom 31 (C): 0.19, atom 32 (C): -0.64, atom 33 (C): -0.45, atom 34 (C): -0.54, atom 35 (C): -0.34, atom 36 (C): 0.49, atom 37 (C): -0.81, atom 38 (C): -0.11, atom 39 (C): -0.51, atom 40 (C): -0.61, atom 41 (C): -0.42, atom 42 (C): 0.28, atom 43 (C): -0.31, atom 44 (C): -0.63, atom 45 (C): -0.39, atom 46 (C): -0.60, atom 47 (C): -0.24, atom 48 (C): 0.38, atom 49 (C): -0.46, atom 50 (C): -0.55, atom 51 (C): -0.52, atom 52 (C): -0.68, atom 53 (C): 0.06, atom 54 (H): 0.50, atom 55 (H): 0.80, atom 56 (H): 0.16, atom 57 (H): 0.39, atom 58 (H): 0.36, atom 59 (H): 0.38, atom 60 (H): 0.36, atom 61 (H): 0.39, atom 62 (H): 0.39, atom 63 (H): 0.40, atom 64 (H): 0.37, atom 65 (H): 0.29, atom 66 (H): 0.38, atom 67 (H): 0.37, atom 68 (H): 0.36, atom 69 (H): 0.37, atom 70 (H): 0.28, atom 71 (H): 0.36, atom 72 (H): 0.40, atom 73 (H): 0.41, atom 74 (H): 0.41, atom 75 (H): 0.33, atom 76 (F): -0.22, atom 77 (C): 0.51, atom 78 (F): -0.23, atom 79 (F): -0.25, atom 80 (S): 1.02, atom 81 (O): -0.62, atom 82 (O): -0.66, atom 83 (O): -0.47


The following is a DFT calculation (ωB97M-V with the def2-TZVPD basis set) of C36H37F6N3O2Rh as an isolated structure.

Geometry (Å):
Rh1 -0.1072 -0.1262 0.3186
C1 4.1794 -3.6405 -0.9661
C2 4.3670 -3.1959 -2.3879
C3 4.9268 -4.0733 -3.3144
C4 5.1792 -3.6938 -4.6207
C5 4.8749 -2.4055 -5.0390
C6 4.2932 -1.5232 -4.1489
C7 4.0332 -1.9161 -2.8385
N1 3.4399 -0.9542 -1.9708
C8 2.2235 -1.0585 -1.3864
N2 1.4601 -2.0871 -1.7940
C9 0.2901 -2.6691 -1.2629
C10 -0.4264 -2.1132 -0.1992
C11 -1.5352 -2.8027 0.2956
C12 -1.9331 -3.9975 -0.2703
C13 -1.2302 -4.5086 -1.3586
C14 -0.1183 -3.8701 -1.8768
C15 0.6070 -4.4415 -3.0639
N3 1.8209 -0.1525 -0.5088
C16 2.7717 0.6672 0.1611
C17 3.6962 0.0691 1.0215
C18 4.5564 0.8401 1.7773
C19 4.4914 2.2271 1.6886
C20 3.5684 2.8176 0.8438
C21 2.6911 2.0614 0.0651
C22 1.7238 2.7426 -0.8538
H1 4.9866 -4.3093 -0.6751
H2 3.2399 -4.1792 -0.8266
H3 4.1743 -2.7982 -0.2769
H4 5.1946 -5.0691 -2.9856
H5 5.6256 -4.3974 -5.3083
H6 5.0776 -2.0936 -6.0536
H7 4.0215 -0.5239 -4.4631
H8 3.9077 -0.0682 -1.8583
H9 1.8457 -2.5780 -2.5891
H10 -2.1077 -2.3844 1.1156
H11 -2.7979 -4.5249 0.1069
H12 -1.5585 -5.4313 -1.8197
H13 0.1162 -5.3483 -3.4083
H14 1.6426 -4.7016 -2.8313
H15 0.6207 -3.7429 -3.9052
H16 3.7097 -1.0080 1.1160
H17 5.2627 0.3607 2.4400
H18 5.1597 2.8446 2.2708
H19 3.5227 3.8962 0.7677
H20 1.8242 3.8231 -0.7683
H21 0.6815 2.4831 -0.6396
H22 1.9020 2.4642 -1.8944
C23 -2.5092 2.5384 -2.0298
C24 -1.9914 1.1056 -1.9646
O1 -1.2720 0.9164 -0.8000
C25 -3.1894 0.1160 -1.9605
F1 -4.1095 0.4433 -2.8785
F2 -2.8081 -1.1477 -2.2004
F3 -3.7899 0.1364 -0.7627
C26 -1.0839 0.8149 -3.1808
F4 -1.7916 0.7543 -4.3169
F5 -0.4096 -0.3401 -3.0535
F6 -0.1615 1.7813 -3.3251
H23 -3.2357 2.6897 -1.2348
H24 -2.9810 2.7477 -2.9880
H25 -1.6744 3.2192 -1.8810
C27 -0.3926 2.4121 8.2640
C28 -0.0371 1.9973 6.8692
C29 0.7753 2.7955 6.0682
C30 1.1206 2.4145 4.7851
C31 2.0051 3.3329 3.9856
C32 0.6294 1.1836 4.2744
C33 1.0861 0.8263 2.9586
O2 0.8029 -0.1959 2.2994
C34 -0.2134 0.3676 5.0728
C35 -0.8166 -0.9438 4.6528
C36 -0.5202 0.8008 6.3520
H26 0.0244 3.3856 8.5109
H27 -0.0163 1.6836 8.9834
H28 -1.4750 2.4576 8.3866
H29 1.1408 3.7356 6.4603
H30 2.1150 4.2773 4.5119
H31 1.5995 3.5523 2.9978
H32 3.0040 2.9122 3.8474
H33 1.8071 1.5126 2.4959
H34 -0.5844 -1.2392 3.6401
H35 -1.9003 -0.8857 4.7665
H36 -0.4706 -1.7305 5.3252
H37 -1.1610 0.1827 6.9694

Results
ΔE to the lowest compared entry with this formula, charge and spin ... 29.81 kJ/mol
Electronic energy ... -65804.7232 eV
E_HOMO (alpha / beta) ... -10.3 / -11.0 eV
<S²> ... 6.02
Gap between HOMO and LUMO (alpha / beta) ... 7.146 / 6.302 eV
Total charge ... +1
LUMO (alpha / beta) ... -3.15 / -4.66 eV
Spin multiplicity ... 5

Which charges does Mulliken predict for the atoms? In e, they are: atom 1 (Rh): 0.33, atom 2 (C): -1.00, atom 3 (C): 1.39, atom 4 (C): -0.72, atom 5 (C): -0.72, atom 6 (C): -0.63, atom 7 (C): -0.70, atom 8 (C): -0.26, atom 9 (N): 0.47, atom 10 (C): -0.63, atom 11 (N): 0.87, atom 12 (C): 0.57, atom 13 (C): 0.28, atom 14 (C): 0.23, atom 15 (C): -1.08, atom 16 (C): -0.90, atom 17 (C): 0.67, atom 18 (C): -1.50, atom 19 (N): 0.67, atom 20 (C): -0.52, atom 21 (C): 0.28, atom 22 (C): -1.02, atom 23 (C): -1.03, atom 24 (C): -0.73, atom 25 (C): 1.14, atom 26 (C): -1.23, atom 27 (H): 0.57, atom 28 (H): 0.20, atom 29 (H): -0.07, atom 30 (H): 0.47, atom 31 (H): 0.43, atom 32 (H): 0.41, atom 33 (H): 0.48, atom 34 (H): 0.36, atom 35 (H): -0.20, atom 36 (H): 0.50, atom 37 (H): 0.41, atom 38 (H): 0.42, atom 39 (H): 0.42, atom 40 (H): 0.28, atom 41 (H): 0.36, atom 42 (H): 0.51, atom 43 (H): 0.45, atom 44 (H): 0.50, atom 45 (H): 0.45, atom 46 (H): 0.50, atom 47 (H): 0.06, atom 48 (H): 0.33, atom 49 (C): -1.86, atom 50 (C): 0.86, atom 51 (O): -0.90, atom 52 (C): 0.49, atom 53 (F): -0.27, atom 54 (F): -0.20, atom 55 (F): -0.27, atom 56 (C): 0.53, atom 57 (F): -0.29, atom 58 (F): -0.13, atom 59 (F): -0.28, atom 60 (H): 0.45, atom 61 (H): 0.38, atom 62 (H): 0.40, atom 63 (C): -1.56, atom 64 (C): 0.78, atom 65 (C): -0.91, atom 66 (C): 0.66, atom 67 (C): -1.31, atom 68 (C): -0.04, atom 69 (C): 1.34, atom 70 (O): -0.76, atom 71 (C): 0.87, atom 72 (C): -1.98, atom 73 (C): -0.60, atom 74 (H): 0.36, atom 75 (H): 0.35, atom 76 (H): 0.37, atom 77 (H): 0.31, atom 78 (H): 0.41, atom 79 (H): 0.36, atom 80 (H): 0.23, atom 81 (H): -0.42, atom 82 (H): 0.16, atom 83 (H): 0.43, atom 84 (H): 0.45, atom 85 (H): 0.48